No. 1
A structure of composition C3H9N2O at a distorted geometry. Source: the Open Molecules 2025 dataset; level of theory: the ωB97M-V functional and the def2-TZVPD basis.

Results
Relative energy (zero: lowest compared OMol25 entry of this formula, charge and spin), eV: 5.475
HOMO-LUMO gap, Ha: 0.3343
Charge: +1
E_HOMO, eV: -14.26
Largest force on an atom, eV/A: 4.05

```
15
C3H9N2O, DFT the ωB97M-V functional and the def2-TZVPD basis
C -0.4085 0.8187 -1.3384
C -0.2258 0.8024 1.2078
C 0.3376 0.2651 -0.1284
N 1.6804 0.4170 -0.0443
N -0.1882 -1.6002 0.0946
O 2.6352 -0.2619 0.0941
H -1.2316 0.1073 -1.6300
H 0.2592 0.6256 -2.2128
H -0.6916 1.8295 -0.8679
H 0.1593 0.3771 2.0806
H -0.1682 1.8444 1.2846
H -1.3356 0.5582 1.1102
H -1.1779 -1.7682 -0.0042
H 0.2016 -2.0198 -0.6562
H 0.1542 -1.9952 1.0104
```


No. 2
A cluster of 10 separate species, C25H66FN22O11S2 in total at a distorted geometry. Source: the Open Molecules 2025 dataset; level of theory: the ωB97M-V functional and the def2-TZVPD basis.

Results
HOMO-LUMO gap, Ha: 0.2602
Charge: +1
E_HOMO, eV: -10.57
Largest force on an atom, eV/A: 4.72

```
127
C25H66FN22O11S2, DFT the ωB97M-V functional and the def2-TZVPD basis
C 5.9086 -0.3216 2.5740
C 6.3668 0.3618 1.1394
C 5.0313 1.0675 0.4207
C 4.8369 2.5229 1.1488
C 5.6136 3.6688 0.2187
N 3.4095 2.8878 1.4896
O 3.0821 2.9233 2.8074
C 2.4197 3.2057 0.5926
N 2.5676 3.2717 -0.9425
C 1.3205 3.8987 -1.6017
C 0.4808 4.5216 -0.3411
F 1.2125 5.8050 -0.0504
N 0.9788 3.6267 0.7556
C 0.0328 2.7499 1.5136
C -1.3162 2.2636 0.7370
C -1.1513 0.9302 -0.2054
S 0.5882 0.5716 -0.7899
C 0.7621 -1.3033 -1.0405
S 0.6245 -2.0232 -2.6038
N 1.0530 -2.2851 0.1026
C 2.5530 -2.3073 0.3026
C 2.8830 -2.5287 1.9168
O 1.9898 -3.5182 2.5417
C 0.6392 -2.9198 2.6464
C 0.3029 -1.9084 1.3642
H 4.7487 -0.5292 2.4771
H 6.0154 0.4444 3.4769
H 6.4427 -1.3556 2.7929
H 7.2180 1.1468 1.3650
H 6.7358 -0.5227 0.4380
H 5.2397 1.1360 -0.7393
H 4.0721 0.4328 0.6351
H 5.4608 2.4936 2.1658
H 6.7939 3.6518 0.3808
H 5.1628 4.7280 0.4543
H 5.4215 3.4881 -0.9440
H 3.7400 3.5404 3.2511
H 3.2829 3.9546 -1.2878
H 1.7638 4.7048 -2.3256
H 0.7455 3.1631 -2.3455
H -0.6474 4.7995 -0.4473
H 0.6037 1.7657 1.8745
H -0.3051 3.2903 2.5082
H -2.0976 1.9606 1.5883
H -1.8594 3.0749 0.0925
H -1.5178 0.0029 0.4509
H -1.9568 1.0070 -1.0833
H 3.0736 -3.2048 -0.2818
H 3.0308 -1.3259 -0.1216
H 4.0279 -2.8449 1.9651
H 2.8056 -1.5176 2.5374
H -0.1385 -3.7934 2.5984
H 0.5844 -2.2992 3.6586
H -0.8657 -1.9746 1.1665
H 0.6113 -0.8216 1.7440
C 1.7870 -7.3974 4.1698
O 2.2229 -8.3572 4.7857
N 0.4751 -7.2225 3.9289
N 2.5796 -6.4286 3.6768
H 0.0972 -6.4388 3.4239
H -0.1563 -7.9292 4.2831
H 3.5743 -6.5219 3.8361
H 2.2393 -5.6308 3.1671
C -4.1608 -0.2158 -3.3880
O -4.3098 -1.1854 -2.6612
N -5.1804 0.3614 -4.0490
N -2.9635 0.3624 -3.5930
H -5.0774 1.1601 -4.6518
H -6.0990 -0.0431 -3.9223
H -2.1692 -0.0413 -3.1139
H -2.8209 1.1611 -4.1876
C -9.1588 -0.5668 -3.2820
O -8.1194 -0.3402 -3.8811
N -10.0653 -1.4630 -3.7116
N -9.4906 0.0594 -2.1386
H -10.9267 -1.6634 -3.2320
H -9.8542 -1.9568 -4.5690
H -8.8354 0.7420 -1.7805
H -10.3417 -0.1137 -1.6310
C 5.0004 3.6441 6.3264
O 5.5364 4.2846 5.4359
N 5.5215 3.5396 7.5622
N 3.8405 2.9854 6.1516
H 5.0949 3.0169 8.3084
H 6.3944 4.0206 7.7360
H 3.4144 3.0383 5.2356
H 3.3839 2.4528 6.8726
C -2.1864 -4.0353 -6.0531
O -3.0356 -4.3310 -6.8789
N -1.2037 -4.8777 -5.6866
N -2.1573 -2.8404 -5.4357
H -0.4956 -4.6522 -5.0085
H -1.1893 -5.7880 -6.1277
H -2.8796 -2.1766 -5.6830
H -1.4662 -2.5785 -4.7532
C 1.3969 -6.5979 -1.4519
O 1.2168 -7.6879 -1.9717
N 0.4561 -5.6367 -1.4331
N 2.5525 -6.2606 -0.8514
H 0.5858 -4.7332 -1.0101
H -0.4289 -5.8499 -1.8745
H 3.2873 -6.9559 -0.8432
H 2.7197 -5.3683 -0.4180
C -12.2899 -3.6429 -5.7048
O -11.4946 -2.8654 -5.2012
N -13.4803 -3.9285 -5.1473
N -12.0469 -4.2838 -6.8624
H -14.1483 -4.5658 -5.5469
H -13.7027 -3.4671 -4.2748
H -11.1617 -4.0969 -7.3152
H -12.6892 -4.9274 -7.2926
C -4.2271 4.1525 2.4624
O -3.7048 3.0497 2.4231
N -5.4099 4.4184 1.8793
N -3.6666 5.2007 3.0925
H -5.8557 5.3200 1.9010
H -5.8657 3.6565 1.3943
H -2.7755 5.0433 3.5448
H -4.0813 6.1162 3.1357
C 8.3753 6.3034 0.9228
O 8.1952 5.2134 0.4031
N 7.4345 7.2647 0.9416
N 9.5309 6.6408 1.5234
H 7.5642 8.1682 1.3647
H 6.5495 7.0515 0.5002
H 10.2657 5.9454 1.5315
H 9.6980 7.5331 1.9568
```


No. 3
A structure of composition C19H55F5NbO22P6S at a distorted geometry. Source: the Open Molecules 2025 dataset; level of theory: the ωB97M-V functional and the def2-TZVPD basis.

Results
HOMO-LUMO gap, Ha: 0.2271
Charge: -1
E_HOMO, eV: -4.73
Largest force on an atom, eV/A: 2.95

```
109
C19H55F5NbO22P6S, DFT the ωB97M-V functional and the def2-TZVPD basis
C -5.9389 -4.1493 6.0555
P -5.1867 -4.0984 4.3482
C -6.6180 -4.1693 3.1950
Nb -3.4203 -5.9041 4.1777
S -4.6072 -7.0137 2.1575
O -4.7802 -6.0366 1.0873
O -3.7639 -8.1288 1.7639
C -6.3566 -7.7171 2.4302
F -6.7252 -7.4054 3.6991
F -7.2132 -7.1508 1.5652
C -6.4745 -9.2497 2.2742
F -7.7903 -9.5692 2.1975
F -5.9760 -9.8707 3.3426
F -5.8887 -9.7042 1.1681
H -5.9452 -5.1593 6.4172
H -5.3215 -3.5413 6.6932
H -6.9491 -3.7670 6.0438
H -6.3049 -4.4112 2.1946
H -7.0780 -3.1894 3.1477
H -7.3796 -4.8469 3.5413
H -4.3708 -7.0981 5.1994
H -2.1604 -7.2143 4.1433
H -2.3118 -4.9374 3.0506
H -2.7254 -5.2699 5.7351
C -4.7924 -4.2860 -1.4935
O -4.3389 -2.9652 -1.1096
P -5.2896 -1.7433 -1.3506
O -6.6227 -1.7892 -0.7670
O -5.3456 -1.5248 -2.9321
C -4.1622 -1.6913 -3.7180
O -4.3410 -0.5950 -0.8097
C -4.8793 0.7266 -0.7205
H -4.7036 -4.9429 -0.6295
H -5.8272 -4.2694 -1.8380
H -4.1507 -4.6479 -2.2973
H -4.2405 -2.6193 -4.2836
H -3.2648 -1.7201 -3.1016
H -4.0942 -0.8546 -4.4109
H -5.8815 0.7125 -0.2921
H -4.9051 1.2019 -1.7021
H -4.2233 1.2965 -0.0692
C -2.2508 1.1601 2.1882
O -2.4916 2.5362 2.5488
P -1.5851 3.6411 1.8902
O -1.6079 3.7035 0.4370
O -0.1234 3.4031 2.4764
C 0.0626 3.0324 3.8484
O -2.1232 4.9254 2.6348
C -1.5945 6.1861 2.1937
H -3.1771 0.7287 1.8233
H -1.4856 1.0661 1.4182
H -1.9352 0.6187 3.0774
H 0.3530 1.9838 3.8930
H -0.8408 3.1859 4.4366
H 0.8651 3.6433 4.2564
H -1.5718 6.2363 1.1052
H -0.5886 6.3290 2.5912
H -2.2505 6.9608 2.5791
C 3.1649 6.2505 -3.8677
O 2.9749 5.0555 -3.1011
P 2.0536 5.1388 -1.8084
O 0.7009 5.6246 -2.0189
O 2.8635 6.0506 -0.7782
C 4.2782 5.8966 -0.6341
O 2.2493 3.6645 -1.3083
C 1.4876 3.2237 -0.1520
H 2.8742 6.0508 -4.8969
H 2.5670 7.0770 -3.4850
H 4.2200 6.5230 -3.8381
H 4.7783 6.7460 -1.1002
H 4.6356 4.9718 -1.0859
H 4.5117 5.8848 0.4281
H 0.4422 3.5192 -0.2210
H 1.9349 3.6344 0.7516
H 1.5499 2.1400 -0.1144
C 5.2280 3.7499 -7.2218
O 6.0366 2.8860 -6.4109
P 5.5567 1.3879 -6.2400
O 5.3861 0.6204 -7.4643
O 4.2295 1.4513 -5.3748
C 4.1293 2.3707 -4.2717
O 6.6846 0.8847 -5.2516
C 6.6854 -0.5138 -4.9304
H 5.8561 4.1807 -7.9968
H 4.4023 3.2135 -7.6887
H 4.8319 4.5471 -6.5935
H 3.4598 3.1801 -4.5405
H 5.1022 2.7786 -3.9969
H 3.7091 1.8393 -3.4211
H 6.5403 -1.1152 -5.8267
H 5.8987 -0.7326 -4.2070
H 7.6535 -0.7425 -4.4948
C 5.2964 0.6939 3.9709
O 5.6774 1.1436 2.6609
P 4.9916 0.4386 1.4235
O 3.5380 0.4824 1.3901
O 5.5574 -1.0479 1.4084
C 6.9348 -1.3097 1.7007
O 5.7359 1.1753 0.2402
C 5.2817 0.8885 -1.0920
H 4.9543 1.5528 4.5415
H 4.4990 -0.0475 3.9294
H 6.1685 0.2616 4.4589
H 7.0065 -1.7625 2.6888
H 7.5375 -0.4027 1.6714
H 7.3091 -2.0124 0.9601
H 4.1932 0.9068 -1.1399
H 5.6520 -0.0865 -1.4113
H 5.6844 1.6610 -1.7408
```


No. 4
A cluster of 3 separate species, C4H11N2O2 in total at a distorted geometry. Source: the Open Molecules 2025 dataset; level of theory: the ωB97M-V functional and the def2-TZVPD basis.

Results
Relative energy (zero: lowest compared OMol25 entry of this formula, charge and spin), eV: 1.395
HOMO-LUMO gap (spin up / spin down), Ha: 0.3544 / 0.2046
Charge: +2
E_HOMO (spin up / spin down), eV: -18.75 / -18.68
Largest force on an atom, eV/A: 6.57
<S²>: 0.76
2S+1: 2

```
19
C4H11N2O2, DFT the ωB97M-V functional and the def2-TZVPD basis
C -1.0568 -1.2205 -2.7601
C -0.4814 -0.9513 -1.3974
C -0.8646 -1.4348 -0.1545
N -0.2190 -0.5913 0.7743
C 0.6176 0.3441 0.0731
N 0.4002 0.1160 -1.2539
H -1.3051 -0.3174 -3.3961
H -2.0659 -1.7581 -2.7216
H -0.5807 -1.9928 -3.3690
H -1.4538 -2.3508 0.1999
H -0.0865 -0.4727 1.7768
H 1.3014 1.0965 0.4867
H 0.7432 0.5268 -2.0333
H 2.3743 1.0490 3.1138
H 3.1923 0.0353 2.1256
O 2.3076 0.5287 2.2696
H -0.6003 3.2092 1.8762
H -1.5348 2.0071 2.3108
O -0.6878 2.1770 2.0791
```